1.
The following is a quantum chemistry calculation of C47H55FeN6P4Se2Si2 as an isolated structure at a distorted geometry, from the OMol25 dataset.

The geometry in XYZ format:
```
117
Properties=species:S:1:pos:R:3:forces:R:3:mulliken_charge:R:1
Fe -11.8190 -21.3921 1.8969 0.8 -1.9 1.0 -0.04
C -14.9785 -23.4694 0.5844 0.2 -0.1 0.0 -1.36
P -14.2775 -22.4239 1.9831 -2.0 -0.2 -0.9 1.43
C -15.7761 -21.3195 2.0277 -0.4 0.4 -0.4 -1.62
C -14.5596 -23.5169 3.3767 -0.1 -0.5 1.3 -0.09
C -15.7278 -24.2928 3.4622 0.7 0.3 0.2 -0.79
C -15.8926 -25.1978 4.4793 -1.4 -1.1 -0.1 -0.77
C -15.0009 -25.2580 5.5216 0.4 0.1 0.6 -0.90
C -13.9334 -24.3790 5.5550 0.4 0.3 -0.2 -0.79
C -13.6322 -23.5656 4.4425 -1.0 -0.5 -0.2 -0.21
P -12.0618 -22.6475 4.3632 0.2 -0.2 1.6 1.48
C -10.8656 -23.9597 4.9008 -0.6 -1.2 -0.6 -0.77
C -12.1877 -21.8362 6.0413 -0.4 -0.2 -0.3 -1.66
H -15.9699 -23.9247 0.8237 0.7 0.8 -0.1 0.49
H -14.3393 -24.3155 0.3619 0.4 -0.1 -0.1 0.29
H -15.0316 -22.8506 -0.3321 -0.1 -0.3 0.5 0.46
H -16.6905 -21.8283 1.6470 0.7 0.1 0.3 0.48
H -15.6402 -20.4329 1.3810 0.2 -0.4 0.2 0.27
H -15.9925 -20.9395 3.0163 0.1 0.0 0.3 0.46
H -16.5033 -24.1778 2.7422 -0.4 0.0 -0.5 0.40
H -16.7639 -25.8938 4.4981 0.7 0.8 -0.2 0.33
H -15.1637 -25.9867 6.3104 0.1 0.3 0.1 0.40
H -13.3359 -24.2802 6.4617 0.0 -0.4 -0.3 0.26
H -11.0495 -24.4398 5.8969 0.0 0.8 -0.7 0.67
H -9.8632 -23.5462 4.8374 -0.1 -0.1 0.1 -0.08
H -10.9587 -24.7974 4.1675 0.3 0.6 0.4 0.11
H -12.1388 -22.6080 6.8219 0.0 0.3 -0.3 0.55
H -13.1258 -21.2944 6.1028 -0.1 0.0 0.1 0.47
H -11.3971 -21.1278 6.2130 0.5 0.3 0.0 0.35
Se -15.2133 -16.8475 5.8392 0.3 1.1 0.2 -0.41
P -13.5798 -16.3610 4.5339 -2.0 -0.8 1.6 -0.45
C -12.0443 -16.0118 5.4001 0.5 0.4 0.8 1.00
C -11.4812 -17.0021 6.2363 0.2 0.2 -0.5 -0.51
C -10.5228 -16.6276 7.1840 0.1 -1.1 -0.1 -0.64
C -10.1497 -15.3080 7.3724 -0.6 1.0 0.1 -0.56
C -10.7054 -14.3117 6.5422 0.4 -0.3 0.5 -0.80
C -11.6172 -14.6840 5.5533 0.4 0.6 -0.2 -0.08
C -14.1360 -15.0187 3.4520 0.7 0.2 -0.6 0.39
C -14.2589 -13.6883 3.9324 -0.3 -0.9 0.4 -0.41
C -14.8155 -12.7208 3.1302 -0.8 0.4 -0.6 -0.69
C -15.2840 -13.0306 1.8362 0.7 -0.9 0.6 -0.64
C -15.1448 -14.3372 1.3614 0.1 0.0 -0.1 -0.54
C -14.5501 -15.3404 2.1602 -0.4 0.9 -0.2 -0.07
C -13.3819 -17.9733 3.7824 1.3 -2.3 -1.0 0.52
C -12.5849 -18.5174 2.7263 -2.1 0.0 2.2 -0.88
N -12.6463 -19.8709 2.8902 -1.2 0.8 0.0 1.63
N -13.4920 -20.1824 3.9022 1.7 2.2 -0.3 -0.36
N -13.8492 -19.0788 4.5004 -0.3 0.7 -1.1 -0.79
P -11.6380 -17.7643 1.4490 2.0 -2.2 0.0 0.23
Se -10.7840 -19.5941 0.5512 0.6 1.5 -0.4 -0.51
C -10.3720 -16.7627 2.2543 0.4 1.9 -0.2 0.66
C -10.5952 -15.3649 2.3154 1.6 0.0 0.5 -0.32
C -9.5349 -14.4781 2.6475 -1.2 -0.5 0.1 -0.97
C -8.2995 -14.9590 3.0214 -0.4 -1.1 0.0 -0.89
C -8.1049 -16.3476 3.0580 0.3 0.0 -0.1 -0.67
C -9.0921 -17.2303 2.6419 -0.6 -0.7 -0.5 0.09
C -12.4111 -16.8952 0.1018 -0.4 0.6 -0.6 0.97
C -13.5606 -17.4184 -0.5158 -0.3 0.1 -0.3 -0.29
C -14.0780 -16.8185 -1.6812 -1.0 -0.6 0.5 -0.63
C -13.5181 -15.6597 -2.1989 0.6 -0.7 0.6 -0.74
C -12.3442 -15.2023 -1.6063 0.1 0.2 -0.3 -0.66
C -11.7513 -15.8012 -0.4895 -0.4 -0.2 -0.8 -0.68
H -11.7448 -18.0666 6.1131 0.0 0.7 0.2 0.38
H -10.0460 -17.4304 7.7715 -0.4 0.6 -0.2 0.39
H -9.5275 -15.0155 8.2330 -0.1 -0.3 -0.7 0.36
H -10.4350 -13.2470 6.7074 -0.2 -0.9 -0.3 0.38
H -11.9543 -13.8795 4.8819 -0.1 -0.6 0.4 0.44
H -14.0797 -13.4824 4.9907 0.1 0.0 -0.4 0.58
H -15.0154 -11.7158 3.5146 0.3 -0.4 0.0 0.37
H -15.7455 -12.2668 1.2329 -0.1 0.1 -0.1 0.42
H -15.5107 -14.5805 0.3543 0.2 0.0 0.5 0.37
H -14.4654 -16.3552 1.7745 -0.1 0.3 0.2 0.61
H -11.5422 -14.8997 2.1207 -0.5 -0.1 -0.3 0.69
H -9.7508 -13.4135 2.6753 0.1 -0.1 -0.1 0.45
H -7.4949 -14.3082 3.2957 0.2 0.3 0.1 0.43
H -7.1280 -16.7472 3.3456 -0.4 0.1 -0.1 0.45
H -8.8753 -18.3126 2.5388 -0.1 0.8 0.2 -0.17
H -14.0702 -18.3119 -0.1168 0.4 0.5 -0.1 0.35
H -14.9919 -17.2445 -2.1484 0.8 0.2 0.4 0.37
H -13.9070 -15.1924 -3.0962 0.0 0.0 0.2 0.45
H -11.8727 -14.3801 -2.1228 0.4 0.2 0.3 0.44
H -10.7406 -15.4860 -0.2176 -0.6 0.0 0.3 0.48
N -12.2121 -22.1682 0.1740 -0.1 0.1 -3.5 0.50
C -12.3054 -22.2482 -1.0000 0.1 -0.8 1.4 0.88
C -12.3809 -22.7710 -2.2826 -0.1 0.4 0.2 0.16
C -12.2280 -24.1717 -2.2532 0.1 -4.2 0.4 0.04
N -12.1384 -25.3469 -2.0988 -0.2 3.7 -0.6 -0.66
C -12.7463 -22.0915 -3.4673 -1.0 2.0 -3.9 -0.18
N -13.0433 -21.5890 -4.5124 1.1 -1.8 4.1 -0.58
C -11.5695 -25.2185 1.5595 1.1 -1.1 -0.6 -1.04
Si -9.7956 -24.4547 1.3442 -0.9 -0.2 0.8 0.26
C -8.6482 -25.7201 2.2276 -0.3 1.2 0.4 -1.19
C -9.1717 -24.3670 -0.4439 0.8 0.3 0.6 -0.91
C -9.9011 -22.6300 1.9445 1.1 0.5 -0.1 0.38
Si -8.4935 -21.7967 2.9449 -0.4 -0.4 0.7 0.45
C -7.2222 -21.0037 1.7605 0.6 -1.0 -0.3 -1.16
C -7.4844 -23.0014 4.0394 0.5 0.1 0.5 -1.40
C -9.2344 -20.5590 4.2696 0.5 -0.1 -0.6 -0.44
H -11.4873 -26.1498 2.1649 0.0 0.5 -0.3 0.50
H -11.8686 -25.5699 0.5522 -0.3 0.3 0.4 0.45
H -12.3356 -24.6168 2.0322 -0.1 0.3 -0.1 -0.02
H -8.7708 -26.6276 1.6549 0.2 -0.4 -0.3 0.45
H -9.0140 -25.9461 3.2466 0.4 0.2 -0.3 0.30
H -7.5952 -25.3712 2.2389 -0.6 -0.5 0.1 0.24
H -8.9938 -25.3310 -0.9410 -0.4 0.2 0.1 0.36
H -8.1529 -23.8951 -0.3673 -0.8 -0.2 -0.1 0.27
H -9.8296 -23.7157 -1.0284 0.3 -0.2 -0.1 0.12
H -9.6965 -22.1922 0.9531 0.0 0.2 -0.1 0.27
H -6.9287 -21.7526 0.9587 -0.5 0.6 0.9 0.27
H -6.2479 -20.7270 2.2343 -0.9 0.0 -0.2 0.37
H -7.6683 -20.1668 1.2300 0.1 0.3 0.0 0.24
H -6.6160 -23.4204 3.4817 -0.6 0.1 0.3 0.35
H -8.0446 -23.8392 4.5115 0.5 0.5 -0.5 0.39
H -7.0542 -22.3934 4.8848 -0.3 -0.5 -0.7 0.42
H -10.1986 -20.1515 3.9612 -0.2 -0.1 0.0 -0.53
H -8.5916 -19.6767 4.4181 0.0 -0.3 0.1 0.56
H -9.3545 -21.0530 5.2474 0.1 0.1 -0.4 0.51
```
Positions in Å, forces in eV/Å.

**Net charge**: 0
**Lowest unoccupied orbital energy (spin up / spin down)**: -0.690 / -1.291 eV
**<S²>**: 8.7679
**2S+1**: 6
**Total energy**: -276560.904 eV


2.
The following is a quantum chemistry calculation of C47H55KN10OS3 as an isolated structure, from the OMol25 dataset.

The geometry in XYZ format:
```
117
Properties=species:S:1:pos:R:3:forces:R:3:mulliken_charge:R:1
K 0.1882 -0.9484 -1.0186 -0.2 0.2 -0.5 1.82
C -6.0011 -2.0990 -1.3331 0.0 0.0 0.1 -0.92
N -5.0992 -2.6787 -0.3590 -0.1 0.0 0.0 0.60
C -5.4775 -3.4405 0.7272 0.1 0.0 0.1 -1.01
C -4.3555 -3.7719 1.3845 -0.1 0.1 0.0 -0.43
N -3.2819 -3.2100 0.7016 0.0 0.0 0.0 0.86
C -3.7480 -2.5097 -0.3927 0.2 0.0 -0.1 -0.62
S -2.9780 -1.6137 -1.5853 0.0 -0.1 0.1 -0.26
C -1.9333 -3.4541 1.1119 -0.1 0.1 -0.1 0.02
C -1.6389 -4.6386 1.7751 0.0 0.0 0.0 -0.93
C -0.3462 -4.8206 2.2262 0.0 -0.1 0.1 -1.21
C 0.6108 -3.8539 1.9671 0.0 0.0 -0.2 -0.74
C 0.2164 -2.7495 1.2342 0.0 -0.1 0.1 0.64
N -1.0414 -2.5254 0.8441 0.1 0.0 0.2 0.53
H -6.9998 -2.4839 -1.1395 0.0 0.0 0.0 0.33
H -5.6808 -2.3686 -2.3372 0.0 0.0 0.0 0.31
H -5.9952 -1.0127 -1.2532 0.0 0.0 0.0 0.29
H -6.5085 -3.6655 0.9330 0.0 0.0 0.0 0.48
H -4.2188 -4.3296 2.2914 0.0 0.0 0.0 0.59
H -2.3782 -5.4166 1.8947 0.0 0.0 0.0 0.50
H -0.0854 -5.7338 2.7458 0.0 0.0 0.0 0.39
H 1.6477 -3.9706 2.2526 0.0 0.0 0.0 0.48
H 0.9600 -2.0213 0.9279 0.1 -0.1 0.3 -0.48
C 4.3417 5.6957 -0.6427 0.0 0.0 0.0 -1.59
C 2.9033 5.6011 -1.1689 0.0 0.0 0.1 2.06
C 2.0555 6.6568 -0.4615 0.0 0.0 0.0 -2.11
C 2.8953 5.8892 -2.6757 0.0 0.0 0.0 -1.66
C 2.3718 4.1912 -0.9386 0.0 0.0 0.0 0.43
C 3.0477 3.0883 -1.4572 0.0 0.0 0.0 -1.08
C 2.5291 1.8175 -1.2848 0.0 0.0 0.0 -1.44
N 1.3866 1.5738 -0.6449 0.1 0.1 0.2 1.21
C 0.7616 2.6117 -0.0985 -0.2 0.0 0.1 -0.60
C 1.2075 3.9247 -0.2305 0.0 0.0 0.0 -0.48
C -0.4493 2.2883 0.7273 0.3 0.1 -0.1 -0.15
C -0.7460 3.0372 1.8638 0.0 0.0 0.0 -0.30
C -1.8110 2.6757 2.6760 -0.1 0.0 0.0 0.15
C -2.5580 1.5709 2.2673 0.0 0.0 0.0 -1.05
C -2.2011 0.8934 1.1168 0.0 -0.1 0.0 -0.53
N -1.1558 1.2270 0.3600 -0.2 -0.1 0.0 0.55
C -2.1326 3.3843 3.9858 0.1 -0.1 0.0 2.24
C -3.6215 3.7411 4.0487 -0.1 0.0 0.0 -1.72
C -1.7940 2.4172 5.1323 0.0 0.0 0.0 -1.52
C -1.3156 4.6627 4.1699 0.0 0.0 0.0 -2.06
H 4.7250 6.7072 -0.7947 0.0 0.0 0.0 0.45
H 5.0105 5.0083 -1.1613 0.0 0.0 0.0 0.33
H 4.3883 5.4698 0.4242 0.0 0.0 0.0 0.36
H 2.4953 7.6426 -0.6221 0.0 0.0 0.0 0.44
H 2.0078 6.4852 0.6159 0.0 0.0 0.0 0.42
H 1.0351 6.6846 -0.8502 0.0 0.0 0.0 0.37
H 3.2792 6.8948 -2.8625 0.0 0.0 0.0 0.45
H 1.8850 5.8248 -3.0843 0.0 0.0 0.0 0.37
H 3.5242 5.1815 -3.2178 0.0 0.0 0.0 0.34
H 3.9774 3.2014 -2.0005 0.0 0.0 0.0 0.49
H 3.0541 0.9392 -1.6507 0.0 0.0 0.0 0.36
H 0.6306 4.7258 0.2081 0.0 0.0 0.0 0.82
H -0.1154 3.8746 2.1213 0.0 0.0 0.0 0.62
H -3.4085 1.2245 2.8401 0.0 0.0 0.0 0.43
H -2.7649 0.0312 0.7747 0.0 0.0 0.0 0.02
H -4.2561 2.8549 4.0168 0.0 0.0 0.0 0.31
H -3.9101 4.3917 3.2210 0.0 0.0 0.0 0.39
H -3.8326 4.2623 4.9846 0.0 0.0 0.0 0.47
H -2.3793 1.4991 5.0602 0.0 0.0 0.0 0.34
H -2.0095 2.8856 6.0953 0.0 0.0 0.0 0.44
H -0.7375 2.1430 5.1093 0.0 0.0 0.0 0.25
H -1.4722 5.3710 3.3536 0.0 0.0 0.0 0.41
H -0.2460 4.4550 4.2390 0.0 0.0 0.0 0.37
H -1.6149 5.1496 5.0996 0.0 0.0 0.0 0.45
C 1.9404 0.5176 3.0612 -0.1 0.1 0.0 -0.62
C 2.8748 -0.6426 2.8574 0.0 0.0 0.0 0.58
C 3.5469 -1.2394 3.9530 0.0 0.0 0.0 -0.90
C 4.3503 -2.3106 3.7140 0.1 -0.1 0.0 -0.89
C 4.4980 -2.8108 2.3992 0.1 -0.2 0.1 1.15
C 5.3019 -3.9432 2.1189 0.0 0.1 0.0 -0.91
C 5.3945 -4.3813 0.8307 0.0 0.0 -0.1 -0.69
C 4.7098 -3.7246 -0.2104 0.1 -0.1 0.0 -0.34
C 3.9086 -2.6240 0.0022 -0.1 0.2 0.0 0.20
S 3.0652 -1.8441 -1.3198 0.2 0.0 0.1 -0.48
C 3.7991 -2.1516 1.3623 -0.1 0.2 -0.1 -0.89
N 3.0076 -1.0728 1.6290 0.0 -0.2 -0.1 0.02
H 1.9987 0.9315 4.0690 0.0 0.0 0.0 0.44
H 0.9075 0.2011 2.8833 0.0 0.0 0.0 0.10
H 2.1662 1.3008 2.3384 0.0 0.0 0.0 0.05
H 3.4204 -0.8423 4.9520 0.0 0.0 0.0 0.42
H 4.8928 -2.7962 4.5179 0.0 0.0 0.0 0.40
H 5.8307 -4.4375 2.9251 0.0 0.0 0.0 0.37
H 5.9998 -5.2468 0.5891 0.0 0.0 0.0 0.36
H 4.8094 -4.0970 -1.2221 0.0 0.0 0.0 0.42
O 1.7019 -1.2282 -4.2856 -0.1 0.0 0.0 -0.46
C 1.7424 0.1106 -4.7262 0.0 0.0 -0.1 -0.74
C 0.4632 0.8834 -4.4626 0.0 -0.1 0.0 0.75
C 0.0506 1.8601 -5.3651 0.0 0.0 0.0 -0.91
C -1.1058 2.5726 -5.1030 0.0 0.0 0.0 -0.39
C -1.8240 2.2783 -3.9537 0.0 0.0 0.0 -1.33
C -1.3407 1.2889 -3.1138 0.1 0.0 0.0 -0.10
N -0.2155 0.6116 -3.3536 -0.1 -0.1 0.0 0.32
H 2.2705 -1.3522 -3.5109 0.1 0.1 0.0 0.22
H 1.9139 0.1045 -5.8064 0.0 0.0 0.0 0.43
H 2.5826 0.6492 -4.2741 0.0 0.0 0.1 0.21
H 0.6267 2.0371 -6.2650 0.0 0.0 0.0 0.44
H -1.4502 3.3354 -5.7904 0.0 0.0 0.0 0.42
H -2.7407 2.7961 -3.7054 0.0 0.0 0.0 0.47
H -1.8667 1.0299 -2.2005 0.0 0.0 0.0 0.39
C -4.1904 -5.7595 -1.6269 0.0 0.0 0.1 -0.83
C -3.5770 -5.0543 -2.8285 0.1 0.0 -0.1 -0.05
C -2.1038 -4.8205 -2.6758 -0.2 0.0 0.2 0.10
N -1.5084 -4.7047 -1.5424 0.2 -0.2 -0.2 0.13
N -0.1681 -4.4028 -1.6533 -0.3 0.0 0.2 -0.60
C 0.2128 -4.2910 -2.8904 0.4 0.1 0.2 0.48
N 1.5075 -4.0491 -3.2598 -0.3 -0.1 -0.1 -0.39
S -1.0593 -4.5637 -4.0322 0.0 0.0 -0.2 -0.26
H -5.2718 -5.8489 -1.7476 0.0 0.0 0.0 0.33
H -3.9880 -5.2050 -0.7099 0.0 -0.1 -0.1 0.01
H -3.7798 -6.7619 -1.5016 0.0 0.0 0.0 0.39
H -4.0467 -4.0745 -2.9639 0.0 0.0 0.0 0.03
H -3.7599 -5.6161 -3.7474 0.0 0.0 0.0 0.51
H 2.0605 -3.6360 -2.5067 0.1 0.0 0.1 0.02
H 1.6057 -3.5145 -4.1106 0.0 0.0 -0.1 0.34
```
Positions in Å, forces in eV/Å.

**Net charge**: 0
**Lowest unoccupied orbital energy**: 0.253 eV
**2S+1**: 1
**ΔE to the lowest compared entry with this formula, charge and spin**: 0.115 eV
**Total energy**: -115415.040 eV